16
Properties=species:S:1:pos:R:3 method="wB97M-V/def2-TZVPD" e_above_lowest_kj_mol=161.9 energy_ha=-474.5058 e_homo_ha=-0.48898 orbital_gap_ev=9.55 total_charge=+1 spin_multiplicity=1
C 1.081 1.157 1.293
C 1.398 1.297 0.026
C -0.457 -1.410 0.731
N -0.783 -0.568 -0.170
O -0.289 1.237 1.584
O 1.672 1.528 -1.045
O -0.346 -0.801 -3.089
O -0.561 -1.193 2.006
H 1.742 1.022 2.122
H 0.035 -2.354 0.533
H -0.519 -0.617 -1.204
H -1.435 0.286 0.049
H -0.548 1.886 2.191
H 0.424 -1.185 -3.458
H -0.645 -0.082 -3.547
H -0.767 -0.203 1.976

17
Properties=species:S:1:pos:R:3 method="wB97M-V/def2-TZVPD" e_above_lowest_kj_mol=4.3 energy_ha=-549.8272 e_homo_ha="-0.25914 / -0.39705" orbital_gap_ev="7.11 / 10.86" spin_multiplicity=2
N 2.646 0.976 -0.030
O 3.662 1.627 -0.107
O 1.478 1.796 0.241
O 2.439 -0.215 -0.173
H 0.835 1.153 0.580
C -0.948 -0.825 0.113
C -1.480 -0.383 1.427
O -0.447 -0.760 2.322
O -1.230 -0.069 -0.908
C -0.664 -0.320 -2.202
H 0.050 -1.259 0.075
H -1.536 0.730 1.386
H -2.481 -0.819 1.657
H -0.736 -0.560 3.220
H -1.405 0.022 -2.922
H 0.241 0.284 -2.311
H -0.425 -1.377 -2.368

14
Properties=species:S:1:pos:R:3 method="wB97M-V/def2-TZVPD" e_above_lowest_kj_mol=194.3 energy_ha=-590.3793 smiles="C=NC.CP=O" e_homo_ha=-0.34812 orbital_gap_ev=8.84 spin_multiplicity=1
C 1.414 0.047 1.078
C 1.975 1.502 -0.567
C -2.006 -1.007 -0.143
N 2.349 0.623 0.449
O -3.361 1.299 -0.071
P -2.437 0.501 0.731
H 0.323 0.347 0.791
H 1.801 -0.606 1.909
H 2.475 2.429 -0.383
H 2.311 1.199 -1.548
H 0.805 1.579 -0.591
H -2.944 -1.385 -0.479
H -1.582 -0.992 -1.110
H -1.510 -1.656 0.636

14
Properties=species:S:1:pos:R:3 method="wB97M-V/def2-TZVPD" e_above_lowest_kj_mol=327.4 energy_ha=-647.2148 smiles=[O-]CNCCS e_homo_ha=-0.09914 orbital_gap_ev=5.68 total_charge=-1 spin_multiplicity=1
C -0.443 -0.195 0.217
C 0.117 0.176 1.513
S -0.874 -0.847 2.957
N 0.141 0.651 -0.839
C 0.928 -0.048 -2.099
O 0.722 0.370 -3.362
H -1.613 0.040 0.205
H -0.411 -1.165 -0.200
H 1.216 -0.108 1.630
H 0.049 1.278 1.647
H -1.613 0.115 3.351
H -0.512 1.174 -1.408
H 0.384 -1.176 -1.945
H 1.910 -0.265 -1.666

14
Properties=species:S:1:pos:R:3 method="wB97M-V/def2-TZVPD" e_above_lowest_kj_mol=302.4 energy_ha=-646.9093 e_homo_ha=-0.52039 orbital_gap_ev=8.43 total_charge=+1 spin_multiplicity=1
C 2.125 -0.953 0.580
C -0.698 0.560 -0.742
C -1.239 1.030 0.655
N -0.587 -0.818 -0.812
O 2.130 -0.026 -0.233
S 1.106 1.032 -0.951
H 3.083 -1.402 0.840
H 1.257 -1.249 1.220
H -1.174 1.044 -1.526
H -1.102 0.278 1.430
H -2.292 1.197 0.651
H -0.656 1.860 1.009
H -0.752 -1.152 -1.812
H -1.201 -1.399 -0.308

13
Properties=species:S:1:pos:R:3 method="wB97M-V/def2-TZVPD" e_above_lowest_kj_mol=151.6 energy_ha=-571.7125 e_homo_ha=-0.47895 orbital_gap_ev=7.13 total_charge=+1 spin_multiplicity=1
C -2.290 0.444 -0.316
C -0.940 -1.185 0.870
C -1.186 -0.342 -0.512
N 2.839 1.028 -0.383
S -3.583 1.125 -0.020
H 2.882 1.819 0.201
H 0.105 -1.409 0.885
H -1.767 -1.925 1.127
H -1.016 -0.366 1.679
H -1.350 -1.006 -1.443
H 3.439 0.222 -0.185
H 3.100 1.332 -1.324
H -0.231 0.261 -0.581